This record from OMol25 describes C29H45N13O3SeTi as an isolated structure at a distorted geometry. The level of theory is wB97M-V/def2-TZVPD.

Summary:
total charge = +2
relative energy (zero: lowest compared OMol25 entry of this formula, charge and spin) = 391.1 kJ/mol
gap between HOMO and LUMO (spin up / spin down) = 6.3 / 6.3 eV
E_HOMO (spin up / spin down) = -12.6 / -12.6 eV

The geometry in XYZ format:
```
92
C29H45N13O3SeTi (wB97M-V/def2-TZVPD)
Ti 0.44501 -0.82748 -0.50895
Se -7.24543 -0.88537 -1.02334
N -5.98389 -1.91157 -1.69806
C -4.83191 -1.43363 -1.30014
C -3.55203 -2.02402 -1.64696
C -3.44702 -3.15683 -2.44937
C -2.18731 -3.65196 -2.71115
C -1.08841 -3.01164 -2.16747
N -1.15197 -1.92805 -1.39226
C -2.38878 -1.42787 -1.14215
C -2.45532 -0.23294 -0.32762
N -1.27683 0.28732 0.08333
C -1.29973 1.40793 0.79399
C -2.46911 2.04717 1.18152
C -3.67955 1.50938 0.79977
C -3.67809 0.35473 0.01609
C -4.89656 -0.26559 -0.46844
N -6.10013 0.17825 -0.20707
H -4.34204 -3.61746 -2.84642
H -2.04749 -4.53104 -3.32393
H -0.10371 -3.39446 -2.37300
H -0.33042 1.82339 1.04471
H -2.42352 2.94986 1.77390
H -4.62276 1.95989 1.08054
N 1.35317 -3.02913 -0.49070
C 2.19923 -3.62309 -1.56300
C 2.86079 -2.60292 -2.47816
C 1.90318 -1.83504 -3.38161
N 1.10794 -0.81318 -2.66228
H 2.03922 -2.67133 0.21320
H 0.83842 -3.78617 -0.05280
H 1.59967 -4.31326 -2.16269
H 2.99295 -4.21256 -1.10118
H 3.55554 -3.15029 -3.11800
H 3.45845 -1.91409 -1.88229
H 1.21595 -2.53081 -3.86776
H 2.48333 -1.36031 -4.17409
H 0.33525 -0.51675 -3.24994
H 1.68216 0.01621 -2.52242
C 0.55320 -1.59452 4.88886
N -0.44868 -1.51134 3.83064
C -1.79401 -1.98550 4.15219
C -2.47749 -1.90283 2.79021
N -1.37172 -2.09332 1.83657
C -1.06085 -3.53024 1.62399
C -0.28819 -1.40961 2.48239
N 0.58523 -0.76586 1.76959
C 1.60404 0.02380 2.49722
C 1.65965 1.54405 2.19160
N 1.59492 1.94659 0.81918
C 2.19092 2.96123 0.32960
N 2.78961 4.04821 0.91489
C 3.32043 4.18640 2.26041
C 3.12022 5.07247 -0.07174
C 2.33422 4.58970 -1.28935
N 2.19845 3.13587 -1.09195
C 3.35332 2.41910 -1.66644
H 0.32135 -2.46523 5.50444
H 0.53655 -0.71460 5.53311
H 1.54741 -1.73335 4.47867
H -2.25922 -1.34225 4.89865
H -1.75833 -3.00705 4.54320
H -2.90103 -0.90863 2.63281
H -3.26050 -2.64327 2.65025
H -1.05201 -3.75911 0.56018
H -1.82359 -4.15513 2.08793
H -0.09813 -3.80386 2.06169
H 2.57034 -0.44113 2.32208
H 1.38193 0.04162 3.55599
H 2.57655 1.86117 2.69276
H 0.81867 2.01041 2.72839
H 2.56254 3.99379 3.01693
H 3.66360 5.21083 2.38285
H 4.17511 3.52669 2.42609
H 4.19913 5.11703 -0.25068
H 2.78853 6.05169 0.27398
H 2.82652 4.80971 -2.23293
H 1.33754 5.03677 -1.30563
H 4.31108 2.86960 -1.37827
H 3.27581 2.44763 -2.75254
H 3.34881 1.38587 -1.32377
C -2.00522 2.16659 -3.05388
C -0.76164 2.27049 -2.21062
N -0.41928 3.49866 -1.80177
O -0.07233 1.29803 -1.90415
H -1.81935 2.59910 -4.03817
H -2.83322 2.71243 -2.60015
H -2.28819 1.12410 -3.17980
H -0.94393 4.31485 -2.06489
H 0.42718 3.61487 -1.26179
O 2.21154 -0.65942 -0.37785
O 3.08431 -1.33840 0.42523
```

Löwdin atomic charge list, values in e, 5 entries: 1.205 1.222 -0.216 -0.336 -0.063